# 1
C17H16N4O3 | ωB97M-V/def2-TZVPD

Geometry as ORCA input:
```
! wB97M-V def2-TZVPD RIJCOSX def2/J DEFGRID3
* xyz 0 1
C 1.335 -5.124 0.691
O 0.979 -4.589 -0.562
C 0.298 -3.417 -0.601
C -0.097 -2.689 0.519
C -0.767 -1.493 0.358
C -1.057 -1.004 -0.911
C -1.683 0.290 -1.051
N -2.107 0.817 -2.172
O -2.527 2.070 -1.845
C -2.320 2.214 -0.536
C -2.519 3.515 0.152
C -1.252 4.381 -0.043
C -0.021 3.498 -0.247
O 0.580 3.474 -1.294
N 0.301 2.748 0.847
C 1.093 1.598 0.873
C 1.801 1.117 -0.225
C 2.513 -0.062 -0.086
C 2.508 -0.709 1.139
N 1.842 -0.256 2.189
C 1.153 0.858 2.057
N -1.823 1.148 0.009
C -0.679 -1.743 -2.033
C -0.011 -2.934 -1.877
H 1.980 -4.440 1.251
H 1.882 -6.041 0.475
H 0.451 -5.363 1.291
H 0.121 -3.034 1.516
H -1.066 -0.920 1.222
H -2.692 3.306 1.208
H -3.388 4.026 -0.260
H -1.353 4.987 -0.944
H -1.113 5.043 0.813
H -0.271 2.868 1.672
H 1.785 1.649 -1.161
H 3.061 -0.469 -0.921
H 3.060 -1.626 1.295
H 0.612 1.183 2.938
H -0.910 -1.359 -3.014
H 0.298 -3.517 -2.730
*
```

Summary:
HOMO-LUMO gap: 8.854 eV
E: -1102.149452 a.u.
HOMO energy: -8.342 eV
relative energy (zero: lowest compared OMol25 entry of this formula, charge and spin): 281.3 kJ/mol
SMILES: COc1ccc(-c2noc(CCC(=O)Nc3cccnc3)n2)cc1

***

# 2
C17H16N4OS | ωB97M-V/def2-TZVPD

Geometry as ORCA input:
```
! wB97M-V def2-TZVPD RIJCOSX def2/J DEFGRID3
* xyz 0 1
C 6.786 2.397 5.151
C 5.632 1.895 4.343
C 5.415 2.264 3.071
C 4.192 1.701 2.525
C 3.545 0.882 3.411
C 2.307 0.161 3.130
N 1.633 -0.558 3.997
O 0.521 -1.086 3.227
C 0.636 -0.504 1.977
C -0.384 -0.686 0.880
C -0.153 -0.081 -0.396
C -1.067 -0.214 -1.466
C -2.243 -0.946 -1.302
C -3.206 -1.123 -2.395
N -4.373 -1.679 -2.259
C -5.111 -1.568 -3.520
C -4.059 -1.235 -4.599
C -4.401 -0.134 -5.576
N -2.986 -0.764 -3.700
C -2.440 -1.597 -0.041
C -1.516 -1.454 1.018
N 1.709 0.231 1.894
S 4.312 0.880 4.998
H 7.433 1.536 5.385
H 7.334 3.152 4.610
H 6.455 2.824 6.113
H 6.043 2.962 2.483
H 3.814 1.883 1.509
H 0.757 0.540 -0.456
H -0.880 0.265 -2.411
H -5.809 -0.737 -3.415
H -5.624 -2.497 -3.739
H -3.787 -2.151 -5.143
H -4.743 0.769 -5.066
H -5.194 -0.475 -6.268
H -3.503 0.112 -6.138
H -2.004 -0.822 -4.007
H -3.310 -2.210 0.200
H -1.733 -1.935 1.974
*
```

Summary:
HOMO-LUMO gap: 8.187 eV
E: -1349.823571 a.u.
HOMO energy: -8.472 eV
relative energy (zero: lowest compared OMol25 entry of this formula, charge and spin): 211.6 kJ/mol
SMILES: Cc1ccc(-c2noc(-c3ccc(C4=NC[C@@H](C)N4)cc3)n2)s1

***

# 3
C17H17AlClI2NO4P | ωB97M-V/def2-TZVPD

Geometry as ORCA input:
```
! wB97M-V def2-TZVPD RIJCOSX def2/J DEFGRID3
* xyz 3 1
C -1.240 3.735 -0.818
C -0.492 2.278 -0.624
C -0.346 1.710 0.927
C 0.412 0.263 1.212
C 0.495 -0.230 2.773
C -0.754 -1.165 3.277
C -2.076 -1.144 2.308
C -3.003 0.208 2.432
N -2.525 1.218 3.451
C 1.050 -0.612 -0.019
C 0.894 -0.068 -1.581
C 0.116 1.352 -1.832
C -0.052 1.859 -3.416
C -1.412 1.055 -3.965
O -2.313 0.667 -3.028
I -1.824 0.572 -6.059
C 1.565 -1.009 -2.790
O 0.996 -1.161 -4.002
C 2.980 -1.780 -2.343
I 4.543 -1.976 -3.862
C 3.124 -2.274 -0.915
P 4.802 -3.092 -0.483
O 5.275 -2.710 1.187
Cl 4.594 -5.241 -0.646
C 1.873 -2.056 0.173
O 1.587 -2.949 1.136
H -2.405 3.652 -0.889
H -0.998 4.371 0.153
H -0.748 4.333 -1.717
H -0.770 2.345 1.818
H 1.474 -0.908 2.858
H 0.614 0.727 3.439
H -0.370 -2.294 3.300
H -1.063 -0.799 4.369
H -2.767 -2.046 2.674
H -1.825 -1.406 1.172
H -3.118 0.758 1.395
H -4.108 -0.106 2.758
H -3.252 1.205 4.221
H -2.639 2.176 3.011
H -0.350 3.007 -3.420
H 0.899 1.629 -4.069
H 6.293 -2.798 1.175
Al -3.136 -1.298 -4.741
*
```

Summary:
HOMO-LUMO gap: 2.328 eV
E: -2651.338442 a.u.
HOMO energy: -16.538 eV

***

# 4
C17H17BN7NaOS5 | ωB97M-V/def2-TZVPD

Geometry as ORCA input:
```
! wB97M-V def2-TZVPD RIJCOSX def2/J DEFGRID3
* xyz -2 1
Na 0.703 -0.537 0.206
C 3.384 -2.994 1.030
N 2.039 -3.407 1.365
C 1.409 -4.548 0.914
C 0.160 -4.512 1.412
N 0.007 -3.360 2.160
B -1.403 -2.915 2.710
N -2.291 -2.575 1.454
C -2.889 -3.571 0.707
C -3.332 -3.044 -0.450
N -3.026 -1.701 -0.405
C -3.125 -0.784 -1.517
C -2.382 -1.418 0.761
S -1.862 0.149 1.186
C 1.176 -2.681 2.134
S 1.615 -1.213 2.873
H 3.849 -3.793 0.456
H 3.952 -2.800 1.940
H 3.377 -2.078 0.437
H 1.878 -5.234 0.233
H -0.653 -5.196 1.254
H -1.298 -1.976 3.441
H -1.911 -3.898 3.222
H -2.938 -4.583 1.067
H -3.791 -3.499 -1.309
H -3.824 -1.198 -2.243
H -2.141 -0.666 -1.974
H -3.474 0.182 -1.160
O -0.403 -4.390 -2.157
C -0.186 -3.290 -1.692
N 0.017 -2.211 -1.247
S 3.383 3.537 -5.565
C 3.641 2.576 -4.213
S 2.724 2.716 -2.752
C 3.599 1.369 -2.013
N 4.497 0.881 -2.818
N 4.515 1.569 -4.031
C 5.426 1.051 -4.990
C 5.608 -0.326 -5.045
C 6.502 -0.865 -5.956
C 7.222 -0.038 -6.808
C 7.044 1.335 -6.736
C 6.153 1.888 -5.828
S 3.275 0.879 -0.415
H 5.051 -0.953 -4.364
H 6.634 -1.939 -5.997
H 7.918 -0.464 -7.521
H 7.606 1.992 -7.390
H 6.009 2.955 -5.773
*
```

Summary:
HOMO-LUMO gap: 5.985 eV
E: -3294.907004 a.u.
HOMO energy: -2.075 eV
relative energy (zero: lowest compared OMol25 entry of this formula, charge and spin): 0.5 kJ/mol

***

# 5
C17H17Br2Cl21NO2 | ωB97M-V/def2-TZVPD

Geometry as ORCA input:
```
! wB97M-V def2-TZVPD RIJCOSX def2/J DEFGRID3
* xyz 1 1
C 5.671 -2.027 -0.366
C 4.847 -1.263 -1.394
Br 4.706 0.617 -1.145
C 4.275 -1.916 -2.397
Br 4.377 -3.800 -2.633
N 3.513 -1.213 -3.440
O 2.346 -1.932 -3.784
C 1.178 -1.108 -3.710
O 1.032 -0.154 -4.428
C 0.115 -1.492 -2.732
C 0.007 -2.820 -2.382
C -0.969 -3.198 -1.486
C -1.803 -2.222 -0.986
C -1.689 -0.865 -1.320
C -0.695 -0.502 -2.208
H 5.123 -2.892 0.012
H 6.598 -2.322 -0.874
H 5.951 -1.348 0.441
H 4.059 -1.094 -4.303
H 3.213 -0.268 -3.137
H 0.692 -3.544 -2.814
H -1.058 -4.250 -1.237
H -2.580 -2.537 -0.305
H -2.357 -0.082 -0.897
H -0.562 0.541 -2.485
C -5.525 -0.305 0.511
Cl -4.107 -0.784 -0.452
Cl -5.049 0.888 1.712
Cl -6.803 0.319 -0.530
H -5.904 -1.179 1.026
C -2.037 0.310 4.248
Cl -0.510 -0.037 5.065
Cl -2.587 1.944 4.609
Cl -1.873 0.081 2.503
H -2.782 -0.387 4.612
C 8.499 0.694 2.206
Cl 10.094 1.402 1.982
Cl 7.513 0.901 0.747
Cl 8.624 -1.016 2.625
H 8.008 1.210 3.021
C -2.285 0.050 -5.802
Cl -3.134 -1.489 -5.969
Cl -1.779 0.658 -7.379
Cl -3.293 1.235 -4.968
H -1.397 -0.117 -5.205
C 1.837 2.531 -2.914
Cl 3.202 2.123 -3.978
Cl 2.320 3.762 -1.752
Cl 0.443 3.050 -3.845
H 1.558 1.639 -2.365
C -1.517 3.794 8.372
Cl -1.738 2.860 9.852
Cl -0.715 2.824 7.135
Cl -3.067 4.397 7.777
H -0.888 4.645 8.599
C -8.303 1.157 3.791
Cl -7.781 2.719 3.154
Cl -8.959 0.145 2.502
Cl -6.969 0.335 4.607
H -9.087 1.332 4.517
*
```

Summary:
HOMO-LUMO gap: 8.608 eV
E: -15674.875034 a.u.
HOMO energy: -12.261 eV

***

What did the second record say?
C17H16N4OS | ωB97M-V/def2-TZVPD

Geometry as ORCA input:
```
! wB97M-V def2-TZVPD RIJCOSX def2/J DEFGRID3
* xyz 0 1
C 6.786 2.397 5.151
C 5.632 1.895 4.343
C 5.415 2.264 3.071
C 4.192 1.701 2.525
C 3.545 0.882 3.411
C 2.307 0.161 3.130
N 1.633 -0.558 3.997
O 0.521 -1.086 3.227
C 0.636 -0.504 1.977
C -0.384 -0.686 0.880
C -0.153 -0.081 -0.396
C -1.067 -0.214 -1.466
C -2.243 -0.946 -1.302
C -3.206 -1.123 -2.395
N -4.373 -1.679 -2.259
C -5.111 -1.568 -3.520
C -4.059 -1.235 -4.599
C -4.401 -0.134 -5.576
N -2.986 -0.764 -3.700
C -2.440 -1.597 -0.041
C -1.516 -1.454 1.018
N 1.709 0.231 1.894
S 4.312 0.880 4.998
H 7.433 1.536 5.385
H 7.334 3.152 4.610
H 6.455 2.824 6.113
H 6.043 2.962 2.483
H 3.814 1.883 1.509
H 0.757 0.540 -0.456
H -0.880 0.265 -2.411
H -5.809 -0.737 -3.415
H -5.624 -2.497 -3.739
H -3.787 -2.151 -5.143
H -4.743 0.769 -5.066
H -5.194 -0.475 -6.268
H -3.503 0.112 -6.138
H -2.004 -0.822 -4.007
H -3.310 -2.210 0.200
H -1.733 -1.935 1.974
*
```

Summary:
HOMO-LUMO gap: 8.187 eV
E: -1349.823571 a.u.
HOMO energy: -8.472 eV
relative energy (zero: lowest compared OMol25 entry of this formula, charge and spin): 211.6 kJ/mol
SMILES: Cc1ccc(-c2noc(-c3ccc(C4=NC[C@@H](C)N4)cc3)n2)s1

***

- Which of these has the highest E?
  C17H16N4O3